Here is a 2-piece molecular cluster, H3N2PS overall from the OMol25 dataset. Energies are from the ωB97M-V functional and the def2-TZVPD basis.

Properties
Energy = -23149.9469 eV
Energy above the lowest of the compared OMol25 structures with the same formula, charge and spin = 29.36 kcal per mole

Each line ends with the Löwdin charge.
Atoms and positions in Å:
N 1.318 -0.489 -0.530  -0.71
N 1.566 -1.336 0.304  0.00
P 0.858 0.828 -1.190  0.71
S -2.651 1.020 0.851  0.38
H 2.371 -1.915 0.129  0.06
H -1.356 0.501 0.864  -0.25
H -2.106 1.391 -0.429  -0.20